Record 1
Formula: C20H22N2O3
Source: the OMol25 dataset
Level of theory: the ωB97M-V functional and the def2-TZVPD basis

The geometry in XYZ format:
```
47
Properties=species:S:1:pos:R:3:mulliken_charge:R:1
C 0.937 -4.008 4.998 -1.25
H 1.281 -4.091 5.934 0.47
H 1.689 -4.544 4.193 0.24
H 0.060 -4.431 4.812 0.45
C 1.237 -2.455 4.681 -1.09
N 0.719 -2.282 3.383 0.16
C 1.642 -1.980 2.607 0.36
O 2.983 -1.961 2.706 -0.76
C 1.392 -1.935 0.961 0.20
C 0.001 -1.549 0.645 0.72
C -0.453 -1.577 -0.754 0.41
C 0.681 -1.622 -1.701 -0.43
C 2.099 -1.604 -1.290 -1.56
C 2.208 -1.962 -0.062 0.36
H 3.425 -2.131 0.240 0.06
H 2.590 -1.775 -1.987 0.75
H 0.373 -1.153 -2.621 0.39
O -1.735 -1.099 -0.834 -0.48
C -2.145 -1.099 -2.422 -0.57
C -1.792 0.119 -3.007 0.56
O -1.544 0.095 -4.264 -0.68
N -1.520 1.068 -2.147 -0.03
C -0.987 2.390 -2.611 0.77
C -0.924 2.850 -3.798 0.08
C -0.145 4.010 -4.330 -1.08
C 0.034 5.057 -3.165 -0.54
C 0.004 4.729 -1.672 0.46
C -0.592 3.220 -1.658 -0.36
H -0.715 2.957 -0.382 -0.08
C 0.230 5.575 -0.613 -1.41
H -0.480 6.205 -0.628 0.39
H 0.485 4.942 0.280 0.37
H 1.193 6.001 -0.873 0.38
H 0.495 6.083 -3.215 0.28
H -0.157 4.539 -5.089 0.55
H -1.150 2.134 -4.828 0.14
H -1.303 0.993 -1.342 0.31
H -3.475 -1.019 -2.098 0.27
H -1.880 -2.025 -2.822 0.48
C -1.149 -1.711 1.799 -2.17
C -0.759 -2.432 2.874 -0.43
H -1.516 -2.605 3.837 0.30
H -0.701 -3.617 2.508 0.29
H -1.982 -1.713 1.491 1.28
H -0.999 -0.682 2.194 0.31
H 2.038 -2.010 4.756 0.81
H 0.305 -1.893 5.312 0.30
```

Maximum force: 0.31851 Eh/bohr
E_tot: -1109.8248 Ha
E_LUMO: 0.29 eV

Record 2
Formula: C20H22N2O4S
Source: the OMol25 dataset
Level of theory: the ωB97M-V functional and the def2-TZVPD basis

The geometry in XYZ format:
```
49
Properties=species:S:1:pos:R:3:mulliken_charge:R:1
C -7.927 -1.607 -0.081 -0.84
O -6.799 -1.673 0.755 -0.45
C -5.685 -0.972 0.402 0.90
C -5.562 -0.187 -0.737 -0.43
C -4.373 0.479 -0.989 -0.88
C -3.289 0.385 -0.131 0.15
C -2.009 1.125 -0.424 0.20
C -1.702 2.165 0.654 -0.80
C -0.442 2.947 0.334 0.01
O -0.299 4.105 0.679 -0.65
C 0.592 2.203 -0.355 -0.98
C 0.453 0.916 -0.733 0.92
N 1.461 0.281 -1.434 -0.20
N 1.696 -1.086 -1.331 -0.36
S 2.126 -1.630 0.242 1.46
O 1.342 -0.948 1.234 -0.60
O 2.079 -3.058 0.180 -0.73
C 3.800 -1.032 0.295 0.04
C 4.806 -1.798 -0.259 -0.58
C 6.098 -1.305 -0.266 -0.73
C 6.383 -0.051 0.270 0.87
C 7.787 0.468 0.281 -1.41
C 5.349 0.701 0.819 -0.77
C 4.053 0.214 0.834 -0.33
C -0.823 0.161 -0.538 -0.94
C -3.425 -0.404 1.009 -0.21
C -4.599 -1.072 1.273 -0.91
H -8.683 -2.231 0.393 0.24
H -8.306 -0.583 -0.166 0.34
H -7.712 -1.998 -1.081 0.34
H -6.378 -0.082 -1.435 0.39
H -4.296 1.087 -1.880 0.35
H -2.119 1.648 -1.381 0.53
H -2.534 2.861 0.777 0.39
H -1.536 1.667 1.613 0.31
H 1.519 2.730 -0.536 0.40
H 2.336 0.793 -1.465 0.29
H 0.946 -1.646 -1.717 0.36
H 4.560 -2.767 -0.663 0.45
H 6.896 -1.895 -0.690 0.39
H 7.801 1.554 0.242 0.37
H 8.285 0.158 1.200 0.29
H 8.355 0.073 -0.557 0.38
H 5.560 1.673 1.239 0.40
H 3.240 0.775 1.267 0.53
H -0.983 -0.526 -1.374 0.45
H -0.736 -0.433 0.375 0.36
H -2.603 -0.499 1.703 0.32
H -4.706 -1.684 2.155 0.41
```

Maximum force: 0.01565 Eh/bohr
E_tot: -1583.9402 Ha
SMILES string: COc1ccc([C@H]2CC(=O)C=C(NNS(=O)(=O)c3ccc(C)cc3)C2)cc1
E_LUMO: 0.42 eV

Record 3
Formula: C20H22N2O5S
Source: the OMol25 dataset
Level of theory: the ωB97M-V functional and the def2-TZVPD basis

The geometry in XYZ format:
```
50
Properties=species:S:1:pos:R:3:mulliken_charge:R:1
C -5.411 -0.858 -1.478 -1.23
N -4.600 -0.349 -0.384 0.26
C -5.068 0.733 0.282 0.83
O -6.186 1.173 0.102 -0.67
C -4.168 1.456 1.293 -0.67
O -2.774 1.219 1.212 -0.29
C -2.168 1.571 0.067 0.31
O -2.725 2.143 -0.834 -0.65
C -0.756 1.109 0.031 0.37
C -0.141 0.558 1.153 -0.48
C 1.130 0.027 1.041 -0.81
C 1.769 0.045 -0.184 0.60
S 3.393 -0.702 -0.300 1.40
O 3.417 -1.864 0.541 -0.76
O 3.722 -0.856 -1.691 -0.73
N 4.305 0.500 0.433 0.09
C 5.376 0.058 1.313 -0.72
C 6.653 0.275 0.504 -0.58
C 6.345 1.592 -0.208 -0.61
C 4.835 1.504 -0.483 -0.69
C 1.184 0.617 -1.297 -0.49
C -0.085 1.156 -1.188 -0.93
C -3.398 -1.045 -0.124 -0.42
C -3.129 -1.541 1.148 0.15
C -1.959 -2.239 1.385 -0.99
C -1.058 -2.469 0.358 -0.42
C -1.337 -2.000 -0.914 -0.71
C -2.500 -1.292 -1.158 0.09
H -5.083 -0.443 -2.433 0.36
H -5.342 -1.944 -1.507 0.34
H -6.442 -0.553 -1.303 0.42
H -4.460 1.168 2.306 0.36
H -4.378 2.523 1.154 0.37
H -0.667 0.538 2.094 0.54
H 1.631 -0.430 1.880 0.47
H 5.370 0.689 2.209 0.34
H 5.197 -0.977 1.596 0.37
H 6.765 -0.531 -0.223 0.28
H 7.543 0.326 1.126 0.39
H 6.916 1.718 -1.125 0.31
H 6.557 2.431 0.455 0.30
H 4.328 2.457 -0.310 0.27
H 4.634 1.178 -1.506 0.43
H 1.721 0.607 -2.232 0.55
H -0.584 1.597 -2.038 0.51
H -3.838 -1.376 1.945 0.49
H -1.756 -2.617 2.376 0.42
H -0.143 -3.009 0.545 0.49
H -0.641 -2.179 -1.720 0.43
H -2.707 -0.914 -2.147 0.32
```

Maximum force: 0.02191 Eh/bohr
E_tot: -1659.2374 Ha
SMILES string: CN(C(=O)COC(=O)c1ccc(S(=O)(=O)N2CCCC2)cc1)c1ccccc1
E_LUMO: -0.09 eV

Record 4
Formula: C20H22N2O7S2
Source: the OMol25 dataset
Level of theory: the ωB97M-V functional and the def2-TZVPD basis

The geometry in XYZ format:
```
53
Properties=species:S:1:pos:R:3:mulliken_charge:R:1
O -1.223 -2.699 -1.030 -0.62
C -0.093 -2.341 -0.783 0.55
C 1.061 -3.349 -0.840 -0.53
O 2.142 -3.050 0.032 -0.35
C 3.289 -2.627 -0.513 0.63
O 3.462 -2.464 -1.691 -0.63
C 4.348 -2.412 0.549 -0.77
C 5.115 -1.128 0.241 -0.84
C 4.154 0.039 0.178 0.46
O 2.950 -0.123 0.288 -0.67
C 4.719 1.352 -0.034 0.39
C 6.026 1.750 -0.207 -0.40
C 6.150 3.132 -0.397 -0.60
C 4.944 3.773 -0.368 -0.37
S 3.635 2.711 -0.113 -0.06
N 0.288 -1.081 -0.470 0.10
C -0.533 0.043 -0.378 0.24
C -0.035 1.170 0.279 -0.70
C -0.808 2.308 0.409 -0.92
C -2.098 2.337 -0.100 -0.35
C -2.576 1.222 -0.759 -0.07
S -4.257 1.225 -1.392 1.22
O -4.299 0.448 -2.593 -0.71
O -4.713 2.585 -1.421 -0.74
N -5.199 0.439 -0.275 0.06
C -5.461 1.100 0.980 -0.77
C -4.530 0.575 2.079 -0.21
O -4.620 -0.828 2.184 -0.46
C -4.254 -1.461 0.973 -0.18
C -5.146 -1.002 -0.186 -0.79
C -1.815 0.084 -0.922 -0.27
H 0.671 -4.331 -0.564 0.35
H 1.427 -3.380 -1.875 0.30
H 3.863 -2.361 1.524 0.32
H 5.027 -3.267 0.532 0.33
H 5.883 -0.940 0.992 0.52
H 5.598 -1.216 -0.736 0.37
H 6.861 1.073 -0.200 0.41
H 7.088 3.635 -0.550 0.40
H 4.759 4.822 -0.486 0.44
H 1.252 -0.921 -0.191 0.31
H 0.968 1.144 0.676 0.46
H -0.407 3.174 0.914 0.43
H -2.730 3.206 -0.015 0.52
H -6.501 0.899 1.263 0.35
H -5.331 2.169 0.819 0.40
H -3.491 0.869 1.863 0.13
H -4.823 0.970 3.054 0.37
H -3.200 -1.251 0.749 0.17
H -4.375 -2.532 1.145 0.39
H -6.168 -1.367 -0.024 0.33
H -4.778 -1.376 -1.139 0.42
H -2.215 -0.750 -1.473 0.69
```

Maximum force: 0.02096 Eh/bohr
E_tot: -2207.9173 Ha
SMILES string: O=C(COC(=O)CCC(=O)c1cccs1)Nc1cccc(S(=O)(=O)N2CCOCC2)c1
E_LUMO: -0.71 eV

Record 5
Formula: C20H22N4O2
Source: the OMol25 dataset
Level of theory: the ωB97M-V functional and the def2-TZVPD basis

The geometry in XYZ format:
```
48
Properties=species:S:1:pos:R:3:mulliken_charge:R:1
C -0.847 1.510 -2.178 -0.94
N -0.389 0.260 -1.638 0.11
C -1.006 -0.515 -0.674 0.60
C -2.233 -0.068 0.004 0.53
O -2.700 1.052 -0.132 -0.70
N -2.835 -1.019 0.768 -0.11
C -3.777 -0.643 1.793 -0.90
C -3.069 -0.446 3.149 -1.30
C -1.919 0.510 2.991 1.12
C -0.684 0.068 2.783 -0.42
C 0.493 0.949 2.500 -0.89
C 0.046 2.352 2.104 -0.11
C -1.013 2.842 3.085 -1.01
C -2.259 1.972 2.956 -0.60
C -0.241 -1.641 -0.449 -1.20
C 0.875 -1.561 -1.306 0.29
C 1.994 -2.408 -1.527 -0.23
O 2.269 -3.464 -0.996 -0.68
N 2.876 -1.870 -2.536 0.04
C 3.984 -2.606 -2.833 -0.39
C 4.888 -2.215 -3.761 -0.58
C 4.680 -0.996 -4.451 -0.27
C 3.583 -0.251 -4.168 -0.63
C 2.635 -0.666 -3.192 0.45
N 1.594 0.092 -2.959 -0.61
C 0.739 -0.360 -2.030 0.94
H -0.902 2.266 -1.396 0.23
H -1.842 1.397 -2.608 0.31
H -0.136 1.812 -2.946 0.40
H -2.338 -1.882 0.919 0.22
H -4.239 0.291 1.470 0.45
H -4.547 -1.416 1.876 0.37
H -2.705 -1.414 3.502 0.34
H -3.796 -0.066 3.869 0.41
H -0.472 -0.993 2.822 0.32
H 1.129 0.996 3.392 0.41
H 1.092 0.500 1.703 0.27
H -0.388 2.324 1.103 -0.21
H 0.902 3.030 2.087 0.37
H -0.621 2.778 4.102 0.33
H -1.267 3.884 2.884 0.42
H -2.752 2.187 2.003 0.28
H -2.969 2.204 3.755 0.41
H -0.420 -2.439 0.243 0.47
H 4.068 -3.521 -2.262 0.44
H 5.751 -2.824 -3.968 0.41
H 5.394 -0.673 -5.193 0.41
H 3.373 0.684 -4.660 0.46
```

Maximum force: 0.02101 Eh/bohr
E_tot: -1144.8871 Ha
SMILES string: Cn1c(C(=O)NCCC2=CCCCC2)cc2c(=O)n3ccccc3nc21
E_LUMO: -0.04 eV

Record 6
Formula: C20H22N4O4S
Source: the OMol25 dataset
Level of theory: the ωB97M-V functional and the def2-TZVPD basis

The geometry in XYZ format:
```
51
Properties=species:S:1:pos:R:3:mulliken_charge:R:1
O 1.197 -0.631 -0.612 -0.69
C 0.879 0.144 0.268 0.19
N 0.794 1.476 0.066 0.04
C 1.140 2.107 -1.185 -0.84
C 2.427 2.937 -1.058 -1.00
C 2.249 4.027 -0.040 0.35
C 1.659 5.234 -0.394 -0.31
C 1.447 6.220 0.553 -0.56
C 1.817 6.009 1.871 -0.42
C 2.404 4.810 2.235 -0.65
C 2.617 3.826 1.285 -0.17
C 0.517 -0.273 1.697 0.26
C 0.812 -1.754 1.950 -1.41
C -0.109 -2.647 1.123 -0.48
N -1.495 -2.294 1.347 -0.07
S -2.561 -3.433 0.801 1.40
O -3.884 -2.896 0.881 -0.73
O -2.278 -4.659 1.488 -0.74
C -2.144 -3.737 -0.932 -0.38
C -1.775 -4.993 -1.310 -0.28
C -1.437 -5.321 -2.648 -0.60
C -1.457 -4.391 -3.644 -0.75
C -1.825 -3.078 -3.289 0.85
N -1.924 -1.970 -3.998 -0.55
O -2.301 -1.021 -3.153 -0.08
N -2.457 -1.452 -1.905 -0.50
C -2.173 -2.741 -1.923 0.75
C -1.816 -0.912 1.073 -0.34
C -0.971 -0.014 1.971 -1.30
H 0.611 2.091 0.844 0.31
H 1.277 1.307 -1.915 0.39
H 0.313 2.750 -1.503 0.45
H 2.659 3.365 -2.034 0.44
H 3.244 2.276 -0.765 0.32
H 1.370 5.403 -1.421 0.39
H 0.992 7.155 0.263 0.38
H 1.653 6.779 2.610 0.38
H 2.699 4.641 3.260 0.38
H 3.085 2.894 1.572 0.39
H 1.122 0.334 2.381 0.42
H 1.845 -1.980 1.684 0.37
H 0.665 -1.965 3.011 0.48
H -0.002 -3.692 1.419 0.47
H 0.158 -2.543 0.064 0.40
H -1.751 -5.756 -0.547 0.53
H -1.159 -6.340 -2.867 0.41
H -1.205 -4.620 -4.666 0.43
H -2.881 -0.793 1.272 0.61
H -1.628 -0.661 0.020 0.11
H -1.234 1.028 1.786 0.50
H -1.185 -0.248 3.015 0.45
```

Maximum force: 0.03448 Eh/bohr
E_tot: -1693.4328 Ha
SMILES string: O=C(NCCc1ccccc1)C1CCN(S(=O)(=O)c2cccc3nonc23)CC1
E_LUMO: -0.89 eV

Respective relative energy (zero: lowest compared OMol25 entry of this formula, charge and spin) values: 2107.8; 356.4; 108.9; 0.0; 0.0; 376.2 kJ/mol.